{"formula": "C38H32BaCl3GeN3O2S6", "method": "ωB97M-V with the def2-TZVPD basis set", "mol_weight_g_mol": 1071.39, "homo_energy_ev": [-4.2, -4.2], "fmax_ev_per_a": 0.5, "de_lowest_kj_mol": 0.5, "homo_lumo_gap_ev": [5.962, 4.382], "multiplicity": 2, "energy_ha": -7654.516392, "total_charge": -1, "elements": ["Ba", "C", "C", "N", "C", "C", "C", "C", "C", "C", "C", "N", "C", "C", "C", "C", "C", "C", "C", "C", "N", "C", "H", "H", "H", "H", "H", "H", "H", "H", "H", "H", "H", "H", "S", "C", "S", "C", "C", "S", "S", "S", "Cl", "Ge", "Cl", "Cl", "O", "S", "C", "C", "C", "C", "C", "C", "C", "C", "C", "C", "C", "C", "C", "C", "H", "H", "H", "H", "H", "H", "H", "H", "H", "H", "H", "H", "H", "H", "C", "C", "C", "O", "H", "H", "H", "H", "H", "H"], "positions_angstrom": [[0.887, 0.661, 1.575], [3.736, 4.620, 2.571], [3.203, 3.339, 2.349], [1.982, 3.001, 2.683], [1.169, 3.905, 3.291], [1.642, 5.199, 3.620], [2.953, 5.536, 3.213], [0.831, 6.100, 4.345], [-0.404, 5.671, 4.751], [-0.906, 4.410, 4.406], [-0.191, 3.500, 3.619], [-0.598, 2.272, 3.213], [-1.919, 1.899, 3.213], [-3.021, 2.736, 3.072], [-4.343, 2.262, 3.079], [-4.627, 0.936, 3.237], [-3.554, 0.021, 3.296], [-3.767, -1.373, 3.353], [-2.710, -2.235, 3.311], [-1.420, -1.690, 3.180], [-1.182, -0.403, 3.145], [-2.216, 0.480, 3.236], [4.745, 4.853, 2.260], [3.809, 2.570, 1.876], [3.327, 6.530, 3.432], [1.205, 7.086, 4.588], [-1.027, 6.323, 5.352], [-1.882, 4.134, 4.773], [-2.861, 3.792, 2.911], [-5.145, 2.976, 2.943], [-5.645, 0.568, 3.245], [-4.785, -1.741, 3.408], [-2.847, -3.307, 3.346], [-0.556, -2.344, 3.088], [5.611, -5.849, 1.715], [4.881, -4.382, 1.759], [4.759, -3.333, 0.390], [3.868, -2.016, 1.124], [3.569, -2.196, 2.495], [2.757, -1.151, 3.520], [4.152, -3.708, 3.171], [3.494, -0.700, 0.150], [-4.044, -0.004, -0.351], [-2.424, 1.610, -0.348], [-1.829, 1.367, -2.644], [-3.794, 3.407, -0.712], [-0.398, -0.700, -0.285], [-0.182, -1.921, -1.139], [0.705, -1.341, -2.612], [1.344, -2.491, -3.339], [2.303, -3.266, -2.690], [2.886, -4.348, -3.329], [2.517, -4.667, -4.630], [1.569, -3.894, -5.285], [0.986, -2.812, -4.643], [-1.816, -2.241, -1.836], [-1.792, -3.281, -2.917], [-2.320, -2.978, -4.167], [-2.287, -3.914, -5.191], [-1.712, -5.158, -4.978], [-1.184, -5.468, -3.732], [-1.231, -4.539, -2.705], [1.461, -0.683, -2.176], [0.023, -0.741, -3.215], [2.597, -3.012, -1.678], [3.630, -4.939, -2.810], [2.968, -5.515, -5.130], [1.275, -4.139, -6.298], [0.235, -2.219, -5.150], [-2.196, -1.279, -2.183], [-2.408, -2.530, -0.966], [-2.757, -2.000, -4.333], [-2.706, -3.668, -6.159], [-1.675, -5.885, -5.780], [-0.730, -6.436, -3.560], [-0.815, -4.785, -1.735], [1.372, 2.856, -2.715], [0.821, 3.215, -1.367], [-0.044, 4.434, -1.262], [1.053, 2.532, -0.386], [0.532, 2.691, -3.393], [1.978, 1.955, -2.650], [1.965, 3.685, -3.104], [0.246, 5.201, -1.980], [-0.023, 4.819, -0.244], [-1.071, 4.134, -1.491]], "mulliken_spin": [0.030, 0.006, -0.019, -0.008, 0.004, -0.002, 0.001, 0.001, 0.000, 0.001, -0.001, 0.000, 0.001, 0.000, 0.000, -0.001, -0.001, 0.000, 0.010, -0.010, 0.007, -0.003, 0.000, 0.007, 0.000, 0.000, 0.000, 0.000, 0.000, 0.000, 0.000, 0.000, 0.001, -0.007, 0.122, 0.004, -0.015, 0.146, 0.095, 0.342, -0.022, 0.306, 0.000, 0.000, 0.000, 0.000, 0.007, -0.011, 0.020, -0.017, 0.028, 0.001, 0.000, 0.000, 0.001, 0.000, 0.000, 0.000, 0.000, 0.000, 0.000, 0.000, -0.010, 0.001, -0.017, -0.001, 0.000, 0.000, 0.000, 0.000, 0.000, 0.000, 0.000, 0.000, 0.000, 0.000, -0.001, 0.002, 0.000, 0.002, 0.000, 0.000, 0.000, 0.000, 0.000, 0.000]}

{"formula": "C38H32F6N5OP2SScSe", "method": "ωB97M-V with the def2-TZVPD basis set", "mol_weight_g_mol": 906.63, "homo_energy_ev": [-10.7, -10.7], "fmax_ev_per_a": 0.6, "de_lowest_kj_mol": 0.0, "homo_lumo_gap_ev": [7.284, 5.832], "multiplicity": 2, "energy_ha": -6658.657883, "total_charge": 1, "elements": ["Sc", "N", "C", "S", "N", "N", "C", "C", "C", "C", "C", "C", "C", "C", "C", "C", "C", "C", "N", "H", "H", "H", "H", "H", "H", "H", "H", "H", "H", "H", "O", "N", "C", "C", "C", "C", "C", "C", "C", "P", "C", "C", "C", "C", "C", "C", "C", "C", "C", "C", "C", "C", "H", "H", "H", "H", "H", "H", "H", "H", "H", "H", "H", "H", "H", "H", "H", "H", "Se", "C", "C", "C", "C", "C", "C", "H", "H", "H", "H", "H", "F", "P", "F", "F", "F", "F", "F"], "positions_angstrom": [[-1.058, -0.321, 0.476], [-1.308, 4.003, -0.748], [-1.148, 2.878, -0.010], [-2.510, 1.807, 0.161], [0.006, 2.658, 0.541], [0.044, 1.469, 1.234], [0.271, 1.538, 2.499], [0.398, 2.784, 3.278], [-0.510, 3.017, 4.308], [-0.425, 4.184, 5.051], [0.578, 5.104, 4.783], [1.487, 4.866, 3.761], [1.393, 3.714, 2.998], [0.393, 0.240, 3.193], [0.939, 0.135, 4.463], [1.104, -1.125, 5.018], [0.717, -2.233, 4.288], [0.170, -2.044, 3.029], [0.010, -0.840, 2.484], [-2.250, 4.307, -0.927], [-0.605, 4.718, -0.645], [-1.291, 2.296, 4.517], [-1.141, 4.372, 5.839], [0.649, 6.011, 5.368], [2.267, 5.586, 3.552], [2.079, 3.537, 2.181], [1.238, 1.026, 4.995], [1.534, -1.235, 6.004], [0.834, -3.234, 4.675], [-0.144, -2.887, 2.431], [1.054, -0.976, -0.671], [0.356, -2.128, -0.235], [-0.254, -2.757, -1.169], [-0.247, -2.575, -2.619], [-0.077, -3.746, -3.364], [0.006, -3.694, -4.741], [-0.122, -2.472, -5.387], [-0.350, -1.318, -4.655], [-0.414, -1.344, -3.265], [-0.902, 0.161, -2.329], [0.281, 1.406, -2.956], [0.146, 1.964, -4.229], [1.082, 2.864, -4.709], [2.165, 3.228, -3.921], [2.301, 2.691, -2.651], [1.365, 1.789, -2.170], [-2.498, 0.560, -3.093], [-2.898, 1.883, -3.269], [-4.160, 2.166, -3.763], [-5.039, 1.137, -4.066], [-4.654, -0.182, -3.873], [-3.387, -0.471, -3.392], [1.798, -0.886, -0.020], [-0.804, -3.606, -0.770], [0.003, -4.696, -2.850], [0.155, -4.601, -5.310], [-0.071, -2.421, -6.467], [-0.500, -0.385, -5.180], [-0.705, 1.710, -4.848], [0.962, 3.287, -5.697], [2.894, 3.933, -4.295], [3.136, 2.980, -2.026], [1.473, 1.406, -1.166], [-2.224, 2.690, -3.014], [-4.460, 3.196, -3.909], [-6.025, 1.362, -4.450], [-5.339, -0.988, -4.098], [-3.097, -1.505, -3.247], [3.379, -0.558, 1.712], [3.799, -2.310, 2.232], [4.840, -2.523, 3.145], [5.148, -3.805, 3.559], [4.418, -4.886, 3.076], [3.380, -4.683, 2.172], [3.072, -3.405, 1.748], [5.397, -1.675, 3.519], [5.955, -3.967, 4.260], [4.661, -5.888, 3.401], [2.818, -5.528, 1.796], [2.265, -3.239, 1.046], [-2.808, -1.275, -0.329], [-3.496, -1.993, 1.093], [-2.753, -0.672, 1.856], [-3.952, -2.573, 2.470], [-4.000, -3.195, 0.219], [-4.783, -1.129, 0.869], [-2.010, -2.690, 1.230]], "mulliken_spin": [0.010, 0.000, 0.000, 0.000, 0.001, -0.019, 0.016, -0.011, 0.003, 0.000, 0.000, -0.001, 0.000, 0.011, -0.014, -0.001, -0.010, 0.001, 0.053, 0.000, 0.000, -0.001, 0.000, 0.000, 0.000, -0.002, -0.001, 0.001, -0.001, 0.001, -0.005, 0.003, 0.000, 0.000, 0.000, 0.000, 0.000, 0.000, 0.000, 0.000, -0.001, 0.000, 0.000, 0.000, -0.004, 0.003, 0.000, 0.000, 0.000, 0.000, 0.000, 0.000, -0.004, 0.000, 0.000, 0.000, 0.000, 0.000, 0.000, 0.000, 0.000, 0.000, 0.002, 0.000, 0.000, 0.000, 0.000, 0.000, 0.845, -0.021, 0.074, -0.045, 0.110, -0.044, 0.031, -0.001, -0.001, 0.005, -0.001, 0.017, 0.000, -0.001, 0.001, 0.000, 0.000, 0.000, 0.000]}

{"formula": "C38H32N6O2Tc", "method": "ωB97M-V with the def2-TZVPD basis set", "mol_weight_g_mol": 702.71, "homo_energy_ev": -10.0, "fmax_ev_per_a": 0.3, "de_lowest_kj_mol": 0.0, "homo_lumo_gap_ev": 6.286, "energy_ha": -2026.922613, "total_charge": 1, "elements": ["Tc", "O", "C", "C", "C", "C", "C", "C", "C", "O", "N", "N", "C", "C", "C", "C", "C", "C", "N", "H", "H", "H", "H", "H", "H", "H", "H", "H", "H", "C", "C", "C", "C", "N", "C", "C", "C", "C", "C", "C", "N", "H", "H", "H", "H", "H", "H", "H", "H", "C", "C", "C", "C", "C", "C", "C", "C", "N", "H", "H", "H", "H", "H", "H", "H", "H", "H", "C", "C", "C", "C", "C", "C", "C", "H", "H", "H", "H", "H"], "positions_angstrom": [[-0.496, -0.785, -0.087], [0.159, 4.550, -0.917], [-0.669, 4.811, 0.122], [-1.316, 6.046, 0.111], [-2.174, 6.393, 1.133], [-2.404, 5.521, 2.193], [-1.769, 4.298, 2.204], [-0.902, 3.914, 1.178], [-0.332, 2.534, 1.257], [-0.633, 1.761, 2.165], [0.523, 2.208, 0.243], [0.835, 0.898, 0.206], [2.075, 0.606, -0.007], [2.478, -0.780, -0.143], [3.812, -1.161, -0.270], [4.116, -2.507, -0.323], [3.088, -3.440, -0.244], [1.788, -2.986, -0.137], [1.486, -1.688, -0.097], [0.595, 3.691, -0.727], [-1.118, 6.720, -0.712], [-2.663, 7.359, 1.110], [-3.070, 5.800, 2.998], [-1.930, 3.591, 3.007], [2.809, 1.404, -0.033], [4.583, -0.406, -0.313], [5.144, -2.829, -0.416], [3.288, -4.501, -0.266], [0.954, -3.673, -0.073], [-2.403, -4.634, -0.896], [-2.031, -4.911, -2.202], [-1.267, -3.989, -2.894], [-0.881, -2.810, -2.265], [-1.231, -2.562, -0.988], [-1.980, -3.450, -0.324], [-0.139, -1.730, -2.949], [0.257, -1.804, -4.275], [0.809, -0.681, -4.874], [0.940, 0.480, -4.136], [0.560, 0.467, -2.803], [0.055, -0.618, -2.220], [-3.013, -5.316, -0.322], [-2.341, -5.829, -2.682], [-0.985, -4.180, -3.917], [-2.241, -3.185, 0.691], [0.114, -2.707, -4.848], [1.112, -0.713, -5.912], [1.326, 1.389, -4.570], [0.635, 1.352, -2.187], [-1.617, -1.998, 3.907], [-2.663, -1.091, 3.343], [-3.824, -0.772, 4.030], [-4.755, 0.102, 3.481], [-4.554, 0.694, 2.243], [-3.407, 0.413, 1.517], [-3.060, 1.081, 0.230], [-2.496, -0.492, 2.086], [-1.394, -0.771, 1.322], [-1.865, -2.277, 4.928], [-0.644, -1.506, 3.907], [-1.522, -2.917, 3.323], [-4.001, -1.203, 5.007], [-5.651, 0.335, 4.041], [-5.281, 1.391, 1.847], [-3.964, 1.526, -0.198], [-3.020, -0.717, -0.920], [-2.416, 1.923, 0.466], [-2.393, 0.177, -0.816], [-2.342, 0.882, -2.134], [-1.961, 2.226, -2.217], [-1.892, 2.875, -3.441], [-2.203, 2.195, -4.611], [-2.592, 0.865, -4.543], [-2.667, 0.221, -3.317], [-1.689, 2.773, -1.325], [-1.597, 3.915, -3.476], [-2.159, 2.702, -5.566], [-2.856, 0.334, -5.449], [-3.002, -0.811, -3.274]], "lowdin_charge": [1.483, 0.033, -0.278, -0.012, -0.073, -0.083, -0.026, -0.099, -0.479, 0.017, 0.028, -0.113, -0.070, -0.247, 0.010, -0.026, -0.030, -0.102, -0.020, 0.058, 0.118, 0.107, 0.102, 0.117, 0.141, 0.126, 0.122, 0.116, 0.111, -0.020, -0.021, 0.019, -0.200, -0.037, -0.092, -0.210, 0.017, -0.016, -0.005, -0.096, -0.009, 0.121, 0.123, 0.115, 0.110, 0.113, 0.123, 0.125, 0.106, -0.031, -0.205, -0.027, -0.040, -0.010, -0.145, -0.139, -0.250, -0.077, 0.084, 0.089, 0.075, 0.117, 0.113, 0.121, 0.138, 0.091, 0.089, -0.209, -0.268, -0.044, -0.061, -0.088, -0.084, -0.062, 0.091, 0.111, 0.105, 0.106, 0.111]}